1.
Computed, not measured: C36H27F3IrN2O3S2Si as an isolated structure at a distorted geometry, with ωB97M-V with the def2-TZVPD basis set.

```
! RIJCOSX wB97M-V def2-TZVPD def2/J DEFGRID3
* xyz 0 2
Ir -0.427 -0.457 -0.144
S -3.559 1.654 -0.091
S -1.638 -0.337 2.244
Si 1.477 -1.460 1.072
F -1.584 2.602 5.633
F -2.831 1.226 4.568
F -0.915 0.587 5.304
O -3.428 2.257 1.204
O -4.639 0.739 -0.299
O -0.312 1.370 -1.777
N -2.120 0.982 -0.523
N -0.186 1.546 1.231
C 2.562 0.566 2.819
C 5.145 -2.635 -0.544
C -1.874 3.727 -2.948
C -0.052 -3.469 2.511
C 3.322 0.227 5.067
C 5.132 -2.127 -1.833
C -4.026 4.799 -2.707
C 0.839 -3.245 1.463
C -1.566 1.617 4.717
C -0.882 2.040 3.450
C 0.779 -5.607 0.969
C 4.077 -2.396 0.303
C -2.248 2.820 -1.968
C -0.210 3.250 3.389
C 4.053 -1.374 -2.264
C -2.051 -1.002 -3.080
C 3.091 1.070 3.993
C 1.237 -4.333 0.690
C -0.526 -2.103 -1.762
C -2.718 -1.439 -1.939
C -0.102 -5.816 2.018
C -0.716 -1.393 -2.991
C 2.982 -1.146 -1.418
C 2.223 -0.780 2.696
C 2.450 -1.609 3.794
C 2.977 -1.662 -0.127
C 3.006 -1.117 4.960
C -0.860 1.195 2.334
C -3.490 2.924 -1.358
C -0.512 -4.742 2.791
C -1.786 -2.126 -1.099
C -2.778 4.714 -3.312
C -1.470 1.680 -1.434
C 0.460 3.600 2.224
C 0.429 2.715 1.164
C -4.393 3.899 -1.710
H -0.227 3.915 4.237
H 3.332 2.120 4.074
H 5.959 -2.322 -2.499
H 4.091 -2.787 1.309
H 0.285 -2.802 -1.610
H -5.353 3.962 -1.223
H -0.470 -6.809 2.227
H 4.047 -0.970 -3.267
H -1.194 -4.901 3.613
H 3.748 0.613 5.980
H -2.476 -0.434 -3.887
H -2.498 5.431 -4.071
H 0.986 4.537 2.159
H 2.137 -0.560 -1.760
H -0.389 -2.637 3.111
H -2.062 -2.773 -0.278
H 2.414 1.231 1.982
H 5.983 -3.222 -0.200
H -0.903 3.653 -3.413
H -4.714 5.576 -3.003
H 3.195 -1.783 5.790
H 2.202 -2.657 3.728
H 0.911 2.935 0.220
H 1.928 -4.182 -0.126
H 1.113 -6.442 0.370
H 0.060 -1.174 -3.702
H -3.752 -1.266 -1.705
*
```

HOMO (alpha / beta) = -8.379 / -8.370 eV
energy relative to the best compared isomer or geometry (same formula, charge and spin) = 2.880 eV
E = -3213.0471 hartree
orbital gap (alpha / beta) = 6.64 / 6.43 eV

***

2.
Computed, not measured: C4H6N2O3 as an isolated structure at a distorted geometry, with ωB97M-V with the def2-TZVPD basis set.

```
! RIJCOSX wB97M-V def2-TZVPD def2/J DEFGRID3
* xyz 0 1
O -0.509 -1.163 -1.625
O 1.114 0.963 -1.631
O 1.795 1.053 0.499
N -1.425 -0.273 0.407
N -1.057 2.096 0.804
C 0.985 0.693 -0.321
C -0.882 0.824 0.452
C 0.362 -2.022 0.493
C -0.340 -1.056 -0.427
H 0.433 0.443 -2.106
H -0.324 -2.852 0.678
H -0.226 2.646 0.985
H -1.824 2.587 0.362
H 0.637 -1.554 1.435
H 1.261 -2.384 -0.005
*
```

HOMO = -8.675 eV
energy relative to the best compared isomer or geometry (same formula, charge and spin) = 3.754 eV
E = -491.1629 hartree
orbital gap = 8.12 eV

***

3.
Computed, not measured: one molecule with the formula C19H28N4O4S2, with ωB97M-V with the def2-TZVPD basis set.

```
! RIJCOSX wB97M-V def2-TZVPD def2/J DEFGRID3
* xyz 0 1
S 1.141 -0.822 3.573
S -2.626 4.799 -0.371
O 3.759 -3.110 3.422
O -3.420 5.279 0.721
O -2.069 5.747 -1.294
O 1.505 -3.358 -0.672
N 3.196 -2.411 1.362
N -3.567 3.664 -1.159
N 1.449 1.115 1.696
N -0.606 0.964 2.559
C 3.334 -2.236 2.691
C 2.944 -0.884 3.276
C 2.054 -4.263 0.268
C -1.327 3.737 0.236
C -1.667 2.825 1.214
C 2.637 -1.500 0.390
C 0.654 2.061 1.100
C -2.787 0.851 -1.652
C 1.305 -2.069 -0.128
C -0.657 1.983 1.638
C -3.168 -0.611 -1.854
C -0.052 3.829 -0.308
C 3.395 -3.734 0.800
C -3.097 3.228 -2.456
C 0.676 0.494 2.546
C -3.439 1.757 -2.693
C 0.713 -1.181 -1.213
C 0.963 2.993 0.116
C 2.219 -5.609 -0.420
H 3.413 -0.805 4.257
H 3.785 -4.385 1.582
H -3.102 1.476 -3.693
H 2.477 -0.504 0.796
H -4.523 1.632 -2.654
H 1.958 3.054 -0.291
H 1.258 -5.948 -0.796
H 3.336 -1.433 -0.452
H -1.701 0.959 -1.710
H 0.605 -2.143 0.725
H 2.902 -5.512 -1.259
H 0.118 4.582 -1.061
H 1.360 -4.357 1.123
H 1.407 -1.110 -2.045
H -2.014 3.361 -2.447
H -2.709 -1.235 -1.091
H 3.193 -0.027 2.657
H -3.099 1.181 -0.660
H -2.838 -0.961 -2.829
H -3.505 3.849 -3.263
H 2.610 -6.341 0.281
H 4.115 -3.667 -0.023
H -4.247 -0.736 -1.793
H 0.524 -0.187 -0.817
H -0.215 -1.611 -1.575
H -2.668 2.806 1.611
H -4.548 3.886 -1.113
H -1.351 0.637 3.151
*
```

HOMO = -8.753 eV
energy relative to the best compared isomer or geometry (same formula, charge and spin) = 0.007 eV
E = -2057.2043 hartree
orbital gap = 8.95 eV
SMILES = CCCCNS(=O)(=O)c1ccc2nc(SCC(=O)N3C[C@@H](C)O[C@@H](C)C3)[nH]c2c1

***

4.
Computed, not measured: a 2-piece molecular cluster, C5H6O2 overall at a distorted geometry, with ωB97M-V with the def2-TZVPD basis set.

```
! RIJCOSX wB97M-V def2-TZVPD def2/J DEFGRID3
* xyz 0 1
O -2.620 -1.706 1.922
O -0.007 -0.268 1.292
C 0.108 1.818 0.113
C 0.560 -0.428 -0.991
C 0.175 0.311 0.237
C 1.215 -1.574 -0.854
C -3.031 -0.711 1.563
H 0.965 2.219 -0.443
H 0.351 0.043 -1.949
H 1.409 -1.960 0.146
H -0.785 2.129 -0.440
H 0.077 2.245 1.113
H 1.582 -2.120 -1.710
*
```

HOMO = -9.854 eV
energy relative to the best compared isomer or geometry (same formula, charge and spin) = 1.041 eV
E = -344.5637 hartree
orbital gap = 10.36 eV

***

5.
Computed, not measured: an isolated ion of composition C3H3N2O3 and charge -1 at a distorted geometry, with ωB97M-V with the def2-TZVPD basis set.

```
! RIJCOSX wB97M-V def2-TZVPD def2/J DEFGRID3
* xyz -1 1
O -1.204 -0.114 1.790
O 1.610 -0.892 -0.201
O 1.346 0.331 -2.082
N -1.148 1.306 -0.677
N -0.113 0.442 -0.288
C -0.227 -0.348 1.072
C 0.892 -1.093 0.997
C 0.961 0.015 -0.964
H -1.663 0.882 -1.454
H -1.759 1.297 0.149
H 1.306 -1.827 1.657
*
```

HOMO = -2.884 eV
energy relative to the best compared isomer or geometry (same formula, charge and spin) = 1.450 eV
E = -451.3814 hartree
orbital gap = 7.09 eV
SMILES = Nn1c([O-])coc1=O

***

6.
Computed, not measured: one molecule with the formula C10H12FIS at a distorted geometry, with ωB97M-V with the def2-TZVPD basis set.

```
! RIJCOSX wB97M-V def2-TZVPD def2/J DEFGRID3
* xyz 0 1
I -3.738 -0.010 -0.622
S 0.083 -2.566 0.532
F -2.744 -0.709 1.996
C 0.412 1.134 -1.078
C 0.132 2.152 0.039
C 1.548 -2.384 -0.399
C 1.642 -1.135 -0.925
C -1.345 2.371 0.390
C -0.326 -0.960 0.159
C -1.924 1.454 1.467
C 2.516 -3.509 -0.505
C 0.542 -0.278 -0.608
C -2.401 0.120 1.004
H -1.181 1.277 2.251
H 0.527 3.114 -0.296
H 3.197 -3.511 0.348
H -0.380 1.197 -1.830
H -2.774 1.966 1.941
H 1.997 -4.465 -0.523
H 3.106 -3.407 -1.413
H -1.448 3.395 0.757
H 2.470 -0.813 -1.534
H -1.948 2.295 -0.516
H 0.688 1.867 0.934
H 1.349 1.407 -1.568
*
```

HOMO (alpha / beta) = -8.165 / -8.174 eV
E = -1183.8715 hartree
orbital gap (alpha / beta) = 7.88 / 7.90 eV